# 1
The following is a quantum chemistry calculation of a molecular structure, C45H48ClGaNO18P2S in a non-equilibrium geometry, from the Open Molecules 2025 dataset.

Each line ends with the Löwdin charge.
CARTESIAN COORDINATES (ANGSTROEM)
Ga -0.767 -0.667 -1.170  0.306
Cl -4.892 0.066 3.918  0.399
S -3.174 1.004 3.239  0.352
P -2.442 0.884 -1.956  0.640
P -1.910 2.848 -1.322  0.144
O -2.910 2.136 4.071  -0.337
O 11.977 2.672 2.923  0.104
O -1.274 -2.917 9.414  0.098
O -3.193 -3.827 -2.692  -0.171
O -1.164 3.531 -2.581  -0.223
O -3.065 3.670 -0.882  -0.377
O -3.058 9.596 -4.205  0.090
O 3.841 5.318 1.698  0.090
O -0.755 2.884 -0.199  -0.203
O 3.650 -1.994 -2.750  0.122
O 0.322 -3.642 4.417  0.120
O 7.224 2.268 0.627  0.099
O 2.257 0.286 2.134  0.101
O -4.165 -4.177 2.437  0.107
O -8.840 -3.530 0.036  0.097
O -3.466 4.412 -5.202  0.107
O -3.376 1.211 1.846  -0.323
O 6.949 -1.828 -6.883  0.082
N 0.945 -0.391 -3.535  -0.082
C -7.765 -3.671 0.581  -0.385
C 9.909 3.694 2.453  0.021
C -3.649 6.609 -6.022  0.016
C 6.658 -2.334 -4.604  0.007
C 6.190 -1.865 -5.934  -0.398
C 8.715 3.594 1.875  0.027
C 10.888 2.579 2.398  -0.387
C -0.045 -3.474 5.557  -0.381
C -0.502 -4.613 6.395  0.025
C 4.773 -1.448 -6.056  0.009
C 4.414 -1.963 -3.683  -0.379
C -7.282 -2.705 1.599  0.026
C 8.314 2.360 1.152  -0.369
C -5.708 -4.982 0.855  0.021
C 1.658 2.558 2.158  0.029
C 3.946 -1.494 -5.013  0.029
C 5.836 -2.380 -3.559  0.019
C -1.314 -2.506 -1.870  -0.227
C 4.041 1.778 1.756  0.032
C -2.895 7.395 -3.371  0.027
C -6.106 -2.864 2.200  0.015
C 10.485 1.347 1.674  0.020
C -3.386 5.598 -4.963  -0.374
C 2.054 3.823 2.051  0.019
C -2.242 -1.519 2.656  -0.237
C -3.542 7.910 -5.770  0.012
C -2.728 -2.501 -2.402  -0.357
C -0.457 -1.942 7.432  0.021
C 9.291 1.245 1.096  0.025
C -0.911 -3.082 8.269  -0.390
C 3.474 4.163 1.791  -0.382
C -5.304 -4.958 -3.020  -0.074
C -6.883 -4.820 0.253  0.007
C 0.968 -0.099 -2.064  -0.331
C 2.623 1.435 2.027  -0.367
C -3.154 8.405 -4.423  -0.392
C -4.357 -3.852 -3.491  -0.285
C -1.143 -1.798 1.618  -0.248
C -1.983 -0.280 3.528  -0.294
C -3.008 6.092 -3.618  0.035
C -0.597 -0.578 0.852  -0.246
C 4.437 3.043 1.648  0.017
C -0.055 -2.124 6.177  0.018
C -0.904 -4.431 7.650  0.016
C -5.229 -4.019 1.879  -0.372
H -6.313 -4.569 -2.863  0.062
H 4.725 0.945 1.651  0.119
H -2.777 -1.891 -3.313  0.094
H -1.242 -5.245 8.279  0.119
H 0.626 2.281 2.334  0.114
H -0.474 -0.968 7.904  0.122
H 0.079 -0.853 -3.792  0.018
H -0.985 3.637 0.367  0.068
H 0.470 -0.487 1.053  0.020
H 2.904 -1.195 -5.052  0.102
H 4.459 -1.109 -7.035  0.116
H 0.282 -1.307 5.550  0.122
H -2.830 5.336 -2.864  0.089
H -1.042 0.367 1.172  0.011
H -3.602 0.722 -1.177  -0.148
H 10.225 4.581 2.987  0.122
H -1.646 3.296 -3.389  0.038
H 11.215 0.549 1.648  0.121
H 1.370 4.658 2.141  0.120
H -2.614 7.777 -2.398  0.123
H 1.136 0.973 -1.932  0.033
H 1.795 -0.644 -1.603  0.018
H -3.924 6.222 -6.995  0.118
H -1.214 -3.295 -1.120  0.048
H -2.284 -2.370 3.341  0.095
H -3.232 -1.472 2.203  0.077
H -7.253 -5.506 -0.498  0.117
H -7.937 -1.870 1.813  0.122
H -0.651 -2.768 -2.701  0.048
H -0.489 -5.587 5.922  0.122
H 7.985 4.393 1.901  0.125
H -1.022 0.193 3.310  0.099
H 7.697 -2.632 -4.543  0.115
H -3.425 -2.042 -1.683  0.098
H -0.347 -2.354 2.118  0.095
H -5.047 -5.810 0.633  0.122
H -4.085 -4.005 -4.542  0.113
H -4.864 -2.884 -3.423  0.110
H -5.726 -2.163 2.935  0.047
H -4.961 -5.358 -2.066  0.057
H 8.973 0.358 0.563  0.123
H -1.580 -2.497 0.901  0.074
H -5.390 -5.778 -3.734  0.064
H 5.462 3.310 1.451  0.082
H 6.152 -2.719 -2.580  0.117
H 0.930 0.484 -4.046  0.044
H -2.042 -0.507 4.592  0.083
H -3.724 8.667 -6.522  0.116

Forces on atoms 1 to 3 (eV/Å):
0.6 -0.1 0.6
-0.1 0.2 0.3
0.6 0.5 -0.6

Results
* ΔE to the lowest compared entry with this formula, charge and spin: 0.00 kcal per mole
* net charge: -1
* strongest force on any atom: 0.025 Eh/bohr
* Kohn-Sham gap: 0.16078 Eh

***

# 2
The following is a quantum chemistry calculation of a molecular structure, C26H22ClF6N5O6S2Sn, from the Open Molecules 2025 dataset.

Each line ends with the Löwdin charge.
CARTESIAN COORDINATES (ANGSTROEM)
Sn 0.319 0.662 -0.192  1.378
Cl 0.247 -8.113 2.068  0.865
S 3.514 0.910 1.130  0.614
S 1.668 1.212 3.172  0.606
F 5.944 1.347 1.967  0.183
F 0.681 -0.522 4.829  0.172
F 2.842 -0.386 4.876  0.189
F 1.850 -1.406 3.242  0.107
F 5.671 1.376 -0.182  0.166
F 4.997 3.050 1.019  0.169
O 0.631 0.911 2.165  -0.490
O -2.398 -2.776 -1.528  -0.070
O 1.342 2.207 4.129  -0.216
O 3.739 -0.508 1.086  -0.287
O -6.053 -0.310 -1.618  0.116
O 2.725 1.459 0.029  -0.425
N -0.004 1.551 -2.356  -0.045
N -4.681 -2.078 -1.364  0.105
N 0.309 2.991 -0.140  0.006
N -1.987 1.003 0.208  -0.075
N 3.062 1.461 2.529  -0.264
C -0.203 0.735 -3.391  -0.115
C 0.444 3.684 0.997  -0.104
C 1.778 -0.377 4.105  -0.675
C 0.040 3.413 -3.817  0.030
C 1.119 -6.570 0.073  -0.055
C 0.620 5.055 1.030  0.007
C 0.507 5.034 -1.350  0.029
C -3.941 1.971 1.159  0.004
C 1.575 -4.426 1.849  0.048
C -0.176 2.569 -4.895  -0.003
C 1.075 -5.593 2.343  -0.050
C 2.423 -3.142 -0.014  0.255
C -2.570 1.906 1.003  -0.090
C 1.617 -5.405 -0.421  0.036
C -5.031 -0.770 -1.165  -0.431
C -2.750 0.116 -0.443  -0.093
C -3.605 -2.818 -0.774  -0.244
C 1.865 -4.291 0.449  -0.242
C 0.850 -6.663 1.455  -0.603
C -4.130 0.118 -0.349  -0.087
C 5.157 1.737 0.986  -0.696
C 0.326 3.664 -1.309  -0.180
C -0.302 1.204 -4.686  -0.015
C -4.732 1.078 0.459  0.048
C 0.665 5.742 -0.168  0.004
C 0.121 2.867 -2.545  -0.191
H -5.812 1.115 0.516  0.141
H -3.936 -3.849 -0.646  0.135
H 0.863 -5.720 3.394  0.127
H -2.233 -0.605 -1.069  0.084
H -3.351 -2.409 0.202  0.128
H 0.404 3.124 1.916  0.082
H 0.530 5.560 -2.292  0.119
H 0.136 4.475 -3.982  0.119
H 1.846 -5.308 -1.475  0.138
H 2.655 -2.314 0.647  0.059
H -5.362 -2.583 -1.913  0.158
H -0.244 2.978 -5.894  0.130
H -2.573 -3.155 -2.397  0.096
H -1.910 2.585 1.525  0.110
H -0.470 0.521 -5.505  0.123
H 0.936 -7.425 -0.561  0.126
H 0.814 6.813 -0.191  0.131
H 2.699 -3.043 -1.058  0.112
H -0.283 -0.322 -3.162  0.110
H -4.378 2.716 1.808  0.126
H 0.727 5.556 1.981  0.131
H 1.778 -3.589 2.504  0.118

Forces on atoms 1 to 3 (eV/Å):
0.0 0.1 0.0
0.0 0.0 0.0
0.0 -0.1 -0.1

Results
* ΔE to the lowest compared entry with this formula, charge and spin: 14.12 kcal per mole
* net charge: +2
* strongest force on any atom: 0.005 Eh/bohr
* Kohn-Sham gap: 0.23911 Eh

***

# 3
The following is a quantum chemistry calculation of 2 unconnected molecules or ions with the total composition C23H50NO6Si2 in a non-equilibrium geometry, from the Open Molecules 2025 dataset.

Each line ends with the Löwdin charge.
CARTESIAN COORDINATES (ANGSTROEM)
Si 4.887 2.722 -0.866  0.197
Si 4.366 1.480 1.824  0.198
O -2.520 -2.776 -1.555  -0.025
O -3.278 -4.901 -0.866  0.067
O -6.424 -0.809 -3.558  -0.027
O -4.701 -3.154 -1.453  0.036
O -7.891 0.829 -2.817  0.066
O -0.083 -1.765 4.072  -0.182
N 3.978 1.888 0.256  -0.236
C -1.321 -1.526 4.688  -0.267
C 0.128 -0.011 -1.917  -0.191
C -2.195 -0.610 2.513  -0.192
C 6.524 1.887 -1.357  -0.209
C 5.330 4.508 -0.384  -0.209
C -0.728 -2.223 -3.028  -0.165
C 3.886 2.864 -2.473  -0.218
C -3.461 -3.696 -1.271  -0.466
C -5.028 1.516 -1.680  -0.064
C -1.965 -0.353 4.006  -0.178
C -1.249 0.167 1.600  -0.178
C 0.440 -1.348 -2.583  -0.184
C -6.707 0.473 -3.146  -0.407
C 2.917 0.532 2.601  -0.211
C -0.773 -0.592 0.355  -0.173
C -4.866 -2.274 -2.563  -0.138
C -5.511 1.368 -3.117  -0.149
C -1.087 0.033 -1.006  -0.195
C -1.233 -3.238 -2.029  -0.128
C 4.685 2.953 2.986  -0.208
C 0.629 -2.837 4.629  -0.108
C -6.285 -1.790 -2.524  -0.130
C 5.876 0.338 2.012  -0.209
H -2.913 -0.194 4.504  0.105
H -0.403 -2.758 -3.910  0.107
H 7.269 1.967 -0.561  0.004
H -3.219 -0.338 2.293  0.100
H -1.188 -1.590 0.412  0.089
H 3.121 0.240 3.639  0.011
H 5.805 -0.492 1.306  0.011
H 1.109 -1.914 -1.949  0.111
H -1.725 1.095 1.310  0.103
H 3.645 1.869 -2.853  0.004
H -0.040 -3.619 4.974  0.080
H -1.967 -0.421 -1.445  0.078
H 1.008 -1.148 -3.481  0.103
H -4.695 -2.829 -3.475  0.144
H 2.018 1.152 2.592  0.005
H -4.354 2.351 -1.587  0.078
H 5.945 -0.082 3.024  0.008
H 2.712 -0.375 2.027  0.009
H -0.383 0.446 2.181  0.089
H 5.709 5.078 -1.243  0.008
H -6.494 -1.372 -1.550  0.139
H -1.366 -4.215 -2.461  0.124
H 0.963 0.213 -1.268  0.106
H -1.574 -1.626 -3.340  0.112
H 5.640 3.437 2.767  0.004
H -1.337 0.516 4.134  0.113
H -1.195 -1.359 5.756  0.120
H 4.710 2.642 4.039  0.008
H 2.950 3.396 -2.284  0.007
H -5.797 2.322 -3.530  0.118
H 3.892 3.695 2.872  0.012
H 6.102 4.534 0.389  0.004
H -2.097 -1.669 2.324  0.099
H -1.335 1.075 -0.846  0.102
H -5.863 1.637 -1.006  0.082
H -4.712 0.938 -3.700  0.114
H 6.810 0.873 1.818  0.004
H -6.985 -2.582 -2.739  0.133
H 1.228 -2.508 5.471  0.084
H -1.965 -2.397 4.556  0.120
H -4.201 -1.426 -2.526  0.111
H 0.300 -0.693 0.432  0.105
H 6.959 2.343 -2.257  0.008
H -4.488 0.627 -1.382  0.061
H 4.445 5.020 -0.003  0.012
H -0.564 -3.300 -1.184  0.126
H 4.435 3.404 -3.254  0.006
H 6.355 0.829 -1.564  0.011
H 0.116 0.794 -2.639  0.106
H 1.277 -3.235 3.866  0.085

Forces on atoms 1 to 3 (eV/Å):
-0.6 -0.4 0.2
-0.4 0.0 -0.5
-1.0 -1.2 0.1

Results
* net charge: -1
* strongest force on any atom: 0.115 Eh/bohr
* Kohn-Sham gap: 0.21381 Eh

***

# 4
The following is a quantum chemistry calculation of 3 unconnected molecules or ions with the total composition C10H28BNO13P2 in a non-equilibrium geometry, from the Open Molecules 2025 dataset.

Each line ends with the Löwdin charge.
CARTESIAN COORDINATES (ANGSTROEM)
P -1.122 -0.066 6.523  0.836
P 0.314 3.015 0.538  0.842
O 3.067 -4.217 -7.181  0.020
O 1.984 -2.470 -8.651  0.107
O -0.280 -1.701 -8.368  0.029
O -2.132 -0.887 7.662  -0.339
O 1.453 1.989 0.617  -0.246
O 1.350 -0.366 -7.205  -0.065
O -1.889 -0.844 5.288  -0.281
O 1.303 4.174 1.358  -0.324
O -0.661 2.904 1.862  -0.320
O 1.457 -1.770 -3.052  -0.151
O -1.828 1.258 6.849  -0.245
O -0.674 1.857 -0.283  -0.341
O -0.112 0.756 5.383  -0.318
N 0.591 -4.632 -7.909  0.109
C -3.517 -0.573 7.700  -0.142
C 2.084 3.748 2.463  -0.135
C 1.624 0.273 -4.693  -0.127
C 1.935 -0.784 -5.909  -0.168
C -1.806 -2.259 5.275  -0.124
C -0.694 1.725 4.526  -0.147
C -2.020 3.269 1.688  -0.116
C 1.784 -0.340 -3.181  -0.227
C 1.029 -1.521 -8.057  -0.261
C -0.683 0.513 0.181  -0.136
B 1.848 -3.776 -7.946  -0.475
H -1.533 -2.590 4.274  0.088
H -4.040 -1.399 8.189  0.090
H 2.377 4.633 3.034  0.094
H -2.636 2.363 1.733  0.094
H 0.835 -5.652 -8.090  0.096
H 1.521 3.082 3.120  0.064
H 2.856 -3.959 -6.225  0.104
H -0.692 0.463 1.273  0.084
H -0.009 1.897 3.692  0.059
H 2.846 -0.182 -2.704  0.132
H -3.930 -0.450 6.695  0.087
H -1.651 1.384 4.125  0.085
H 0.551 0.709 -4.873  0.130
H 2.130 -2.318 -3.587  0.103
H -0.820 2.671 5.060  0.094
H 0.182 -0.024 -0.215  0.073
H 1.000 0.244 -2.496  0.129
H -3.680 0.333 8.289  0.083
H 0.284 -4.630 -6.890  0.096
H -2.315 3.936 2.497  0.094
H 2.994 3.255 2.111  0.085
H 2.402 1.175 -4.776  0.133
H 1.444 -1.836 -5.661  0.131
H -1.588 0.030 -0.195  0.095
H -2.188 3.769 0.729  0.084
H -1.066 -2.631 5.991  0.084
H -2.789 -2.672 5.529  0.092
H 3.109 -0.873 -6.108  0.160

Forces on atoms 1 to 3 (eV/Å):
-7.8 6.2 -2.8
4.1 -7.3 5.9
-2.9 1.8 0.1

Results
* SMILES string: NB(O)OC(=O)OCCCO.COP(=O)(OC)OC.COP(=O)(OC)OC
* net charge: 0
* strongest force on any atom: 0.201 Eh/bohr
* Kohn-Sham gap: 0.22632 Eh

***

# 5
The following is a quantum chemistry calculation of a molecular structure, CH4CsN2O in a non-equilibrium geometry, from the Open Molecules 2025 dataset.

Each line ends with the Löwdin charge.
CARTESIAN COORDINATES (ANGSTROEM)
Cs 2.249 2.511 1.006  1.133
O 0.005 1.345 -0.559  -0.129
N 0.553 -0.478 0.678  0.142
N -1.162 -0.561 -0.874  0.183
C -0.162 0.152 -0.298  -0.678
H -1.787 -0.004 -1.431  0.122
H 1.298 -0.021 1.165  0.000
H 0.381 -1.422 0.979  0.113
H -1.375 -1.521 -0.668  0.114

Forces on atoms 1 to 3 (eV/Å):
0.0 0.4 -0.2
0.6 -0.1 0.1
0.3 -0.6 0.2

Results
* ΔE to the lowest compared entry with this formula, charge and spin: 10.84 kcal per mole
* net charge: +1
* strongest force on any atom: 0.021 Eh/bohr
* Kohn-Sham gap: 0.37615 Eh

***

# 6
The following is a quantum chemistry calculation of 2 unconnected molecules or ions with the total composition C5H13N3O in a non-equilibrium geometry, from the Open Molecules 2025 dataset.

Each line ends with the Löwdin charge.
CARTESIAN COORDINATES (ANGSTROEM)
O 1.488 -0.751 1.847  0.062
N -1.517 0.499 -0.677  -0.008
N 1.131 -1.364 -0.401  0.048
N 0.949 0.203 -2.159  0.114
C 0.044 2.151 0.355  -0.126
C -0.450 -2.121 1.351  -0.012
C 1.194 -0.078 -0.855  -0.317
C -0.467 0.723 0.321  -0.353
C 0.691 -1.178 1.031  -0.515
H 0.075 -0.184 -2.502  0.091
H 0.866 2.221 1.068  0.075
H -0.732 2.862 0.665  0.069
H 0.404 2.492 -0.622  0.056
H -0.064 -3.143 1.306  0.094
H 0.539 -1.973 -0.953  0.115
H 1.937 0.523 -0.343  0.132
H -1.284 -2.053 0.655  0.072
H -0.871 0.530 1.318  0.104
H -2.316 0.037 -0.260  0.057
H 1.042 1.178 -2.406  0.093
H -1.868 1.352 -1.104  0.063
H -0.793 -1.927 2.366  0.088

Forces on atoms 1 to 3 (eV/Å):
-1.2 -0.1 -0.9
-0.3 -0.1 0.1
0.2 -0.9 1.1

Results
* ΔE to the lowest compared entry with this formula, charge and spin: 82.46 kcal per mole
* net charge: 0
* strongest force on any atom: 0.055 Eh/bohr
* Kohn-Sham gap: 0.28651 Eh

***

# 7
The following is a quantum chemistry calculation of a molecular structure, CH2CeF3O in a non-equilibrium geometry, from the Open Molecules 2025 dataset.

Each line ends with the Löwdin spin population.
CARTESIAN COORDINATES (ANGSTROEM)
Ce -0.379 -1.202 -1.794  1.064
F -1.417 -1.461 1.675  -0.004
F 0.004 0.165 1.623  -0.004
F -2.051 0.485 0.997  -0.005
O 1.393 0.547 -1.241  -0.027
C -1.012 -0.421 0.850  -0.019
H 2.315 0.618 -1.499  -0.003
H 1.147 1.270 -0.610  -0.003

Forces on atoms 1 to 3 (eV/Å):
-0.1 0.3 0.9
0.1 -0.1 -0.5
0.0 0.0 -0.6

Results
* spin multiplicity: 2
* net charge: 0
* strongest force on any atom: 0.022 Eh/bohr
* Kohn-Sham gap (spin up / spin down): 0.20777 / 0.19365 Eh

***

# 8
The following is a quantum chemistry calculation of a single C5H12N2 molecule in a non-equilibrium geometry, from the Open Molecules 2025 dataset.

Each line ends with the Löwdin charge.
CARTESIAN COORDINATES (ANGSTROEM)
N -1.834 -0.369 2.563  0.021
N 2.528 -0.218 -1.864  -0.020
C -1.591 0.448 -0.300  -0.049
C 0.894 -0.271 -0.030  -0.183
C 1.194 0.225 -1.436  -0.304
C -0.567 -0.083 1.913  -0.176
C -0.415 0.159 0.607  -0.284
H -2.133 0.509 2.968  0.072
H -2.554 0.055 0.015  0.063
H -2.470 -0.743 1.874  0.051
H 2.598 -0.254 -2.870  0.058
H -1.695 1.539 -0.284  0.090
H 0.458 -0.098 -2.175  0.097
H 0.949 -1.358 -0.027  0.114
H 2.762 -1.119 -1.470  0.056
H 1.756 0.048 0.570  0.121
H 1.258 1.316 -1.372  0.115
H 0.227 -0.025 2.652  0.106
H -1.365 0.238 -1.336  0.054

Forces on atoms 1 to 3 (eV/Å):
1.4 0.7 -0.5
0.1 0.1 0.4
0.5 0.8 0.2

Results
* ΔE to the lowest compared entry with this formula, charge and spin: 36.03 kcal per mole
* SMILES string: C/C(=C\N)CCN
* net charge: 0
* strongest force on any atom: 0.032 Eh/bohr
* Kohn-Sham gap: 0.34175 Eh